1.
ORCA calculation (the ωB97M-V functional and the def2-TZVPD basis) on a cluster of 9 separate species, C45H73BBrN3O42S8 in total at a distorted geometry.

XYZ file:
```
173
Properties=species:S:1:pos:R:3:lowdin_charge:R:1
C 1.848 -0.793 0.327 0.14
C 1.788 -0.259 -0.761 -0.01
C 1.743 0.313 -2.239 -0.31
C 3.105 -0.073 -2.891 -0.05
C 4.253 0.739 -2.581 0.02
O 0.533 0.160 -2.927 -0.05
C 0.254 -0.931 -3.783 -0.28
C 0.831 -2.356 -3.453 -0.08
C 0.793 -3.059 -2.215 0.05
C 0.734 -0.541 -5.248 -0.12
O 0.509 -1.570 -6.240 -0.19
C 0.224 -0.943 -7.511 -0.25
C 1.458 -0.067 -8.049 -0.07
C -1.385 -1.125 -3.694 -0.31
C -2.163 -0.038 -4.550 -0.06
C -2.069 1.455 -4.016 -0.18
O -2.936 1.723 -2.880 -0.08
N -1.613 -2.524 -4.143 0.20
C -2.198 -2.648 -5.221 -0.28
O -2.643 -2.744 -6.308 0.17
O -1.629 -0.849 -2.323 0.00
C -2.689 -1.515 -1.650 -0.38
C -2.824 -0.610 -0.305 -0.07
C -2.171 -1.333 0.972 -0.14
C -2.353 -0.287 2.191 -0.21
N -1.055 0.138 2.775 -0.10
C -0.796 1.587 2.590 -0.17
C 0.625 1.919 3.235 -0.09
C 1.545 0.788 3.549 -0.03
C 2.909 1.038 4.147 -0.05
C 3.337 2.434 4.417 -0.07
C 2.423 3.582 4.133 -0.01
C 1.069 3.324 3.538 -0.22
O 0.219 4.445 3.294 -0.03
C -4.103 -1.548 -2.320 -0.16
C -5.370 -2.028 -1.535 -0.63
C -5.251 -2.792 -0.180 -0.15
Br -6.546 -0.425 -1.186 0.66
O -2.172 -2.785 -1.155 -0.06
N -2.759 -3.867 -1.724 -0.03
O -2.429 -4.824 -1.093 0.04
B 1.886 1.950 -1.976 -0.50
O 1.693 2.902 -3.030 0.10
O 2.225 2.467 -0.681 0.11
H 2.130 -1.190 1.332 0.05
H 3.251 -0.968 -3.578 0.12
H 4.461 1.697 -3.162 0.08
H 4.963 0.510 -1.728 0.09
H 1.392 -2.882 -4.294 0.13
H -0.001 -3.868 -2.083 0.06
H 1.503 -2.929 -1.354 0.07
H 0.234 0.406 -5.647 0.13
H 1.848 -0.302 -5.298 0.14
H 0.014 -1.711 -8.318 0.11
H -0.723 -0.307 -7.450 0.11
H 1.449 0.902 -7.452 0.08
H 1.347 0.203 -9.136 0.08
H 2.424 -0.613 -7.853 0.09
H -1.842 0.007 -5.641 0.11
H -3.281 -0.260 -4.603 0.12
H -1.027 1.848 -3.872 0.12
H -2.516 2.098 -4.854 0.12
H -3.858 1.619 -3.184 0.07
H -3.884 -0.301 -0.092 0.08
H -2.237 0.360 -0.412 0.13
H -1.052 -1.489 0.844 0.11
H -2.702 -2.282 1.263 0.09
H -3.047 -0.709 2.970 0.10
H -2.855 0.661 1.792 0.11
H -1.118 0.002 3.797 0.05
H -1.583 2.189 3.138 0.12
H -0.818 1.877 1.493 0.12
H 1.309 -0.297 3.343 0.07
H 3.572 0.146 4.363 0.09
H 4.387 2.577 4.855 0.08
H 2.803 4.609 4.371 0.10
H 0.017 4.776 4.196 0.11
H -4.044 -2.168 -3.276 0.12
H -4.313 -0.494 -2.694 0.08
H -5.999 -2.668 -2.233 0.11
H -4.813 -3.842 -0.245 0.08
H -4.705 -2.274 0.656 0.07
H -6.311 -2.960 0.210 0.07
H 0.866 3.374 -2.783 0.12
H 1.393 2.381 -0.158 0.11
C -2.559 -4.252 5.660 -0.16
C -3.880 -3.513 5.548 -0.16
O -3.673 -2.282 6.245 -0.17
S -2.131 -1.831 6.080 0.65
O -2.054 -0.882 5.017 -0.24
O -1.593 -1.584 7.372 -0.20
O -1.553 -3.242 5.537 -0.21
H -2.451 -4.723 6.641 0.14
H -2.440 -5.005 4.882 0.14
H -4.707 -4.069 5.986 0.14
H -4.114 -3.276 4.506 0.13
C 6.519 4.432 8.342 -0.16
C 5.218 3.765 8.750 -0.16
O 4.978 2.783 7.744 -0.19
S 6.397 2.223 7.203 0.64
O 6.684 1.006 7.882 -0.21
O 6.411 2.339 5.777 -0.23
O 7.335 3.381 7.826 -0.27
H 6.355 5.161 7.544 0.14
H 7.013 4.920 9.181 0.12
H 4.389 4.469 8.806 0.14
H 5.323 3.250 9.709 0.13
C -8.801 0.144 2.155 -0.18
C -10.135 -0.284 2.738 -0.17
O -9.956 -1.657 3.093 -0.19
S -8.418 -1.894 3.537 0.62
O -8.348 -1.842 4.958 -0.22
O -7.894 -2.980 2.780 -0.23
O -7.813 -0.515 2.952 -0.19
H -8.692 -0.201 1.123 0.10
H -8.662 1.223 2.193 0.14
H -10.954 -0.172 2.029 0.14
H -10.365 0.274 3.650 0.13
C 9.618 2.448 12.621 -0.17
C 8.232 3.058 12.742 -0.17
O 8.141 3.984 11.657 -0.19
S 9.007 3.423 10.407 0.67
O 8.118 2.767 9.505 -0.23
O 9.907 4.444 9.990 -0.20
O 9.840 2.295 11.218 -0.18
H 10.382 3.122 13.016 0.13
H 9.690 1.484 13.124 0.14
H 8.083 3.565 13.694 0.14
H 7.454 2.302 12.607 0.13
C 3.948 5.399 -4.540 -0.16
C 2.545 5.971 -4.474 -0.17
O 2.454 6.859 -5.591 -0.19
S 3.366 6.284 -6.797 0.63
O 2.523 5.569 -7.696 -0.23
O 4.246 7.317 -7.226 -0.22
O 4.209 5.208 -5.933 -0.19
H 4.683 6.107 -4.149 0.13
H 4.033 4.455 -4.003 0.12
H 2.357 6.504 -3.543 0.14
H 1.793 5.188 -4.603 0.12
C 1.224 -4.542 -7.880 -0.17
C -0.118 -5.226 -8.065 -0.17
O 0.030 -6.011 -9.250 -0.19
S 1.563 -6.517 -9.363 0.63
O 1.636 -7.843 -8.851 -0.22
O 2.060 -6.159 -10.647 -0.22
O 2.198 -5.515 -8.263 -0.19
H 1.323 -3.680 -8.545 0.12
H 1.386 -4.226 -6.850 0.13
H -0.936 -4.515 -8.172 0.13
H -0.334 -5.905 -7.235 0.14
C -5.182 0.868 -8.279 -0.16
C -6.323 1.856 -8.438 -0.17
O -6.694 2.208 -7.103 -0.18
S -5.382 2.168 -6.161 0.62
O -4.876 3.492 -6.037 -0.21
O -5.660 1.339 -5.034 -0.23
O -4.418 1.353 -7.173 -0.20
H -5.554 -0.128 -8.025 0.14
H -4.562 0.805 -9.172 0.14
H -7.170 1.431 -8.974 0.14
H -5.991 2.765 -8.947 0.14
C 1.267 -3.183 4.332 -0.17
C 2.301 -3.756 5.285 -0.16
O 3.378 -4.183 4.447 -0.18
S 3.470 -3.202 3.164 0.62
O 4.468 -2.220 3.420 -0.22
O 3.458 -3.999 1.985 -0.22
O 2.020 -2.501 3.329 -0.24
H 0.692 -3.977 3.847 0.14
H 0.584 -2.495 4.829 0.11
H 1.913 -4.591 5.867 0.14
H 2.683 -2.988 5.962 0.14
```

HOMO   -0.2613 Ha
SMILES   C#C[C@@](C=C)(O[C@](C=C)(COCC)[C@@](CCO)(N=C=O)O[C@@](CCCNCc1ccccc1O)(C[C@@H](C)Br)ON=O)B(O)O.O=S1(=O)OCCO1.O=S1(=O)OCCO1.O=S1(=O)OCCO1.O=S1(=O)OCCO1.O=S1(=O)OCCO1.O=S1(=O)OCCO1.O=S1(=O)OCCO1.O=S1(=O)OCCO1
Largest force on an atom   0.09890 Eh/bohr
Spin multiplicity   1
Charge   0


2.
ORCA calculation (the ωB97M-V functional and the def2-TZVPD basis) on a cluster of 2 separate species, C4H14N3 in total.

XYZ file:
```
21
Properties=species:S:1:pos:R:3:lowdin_charge:R:1
C -0.027 -1.120 -2.490 -0.04
C -0.774 0.012 -1.843 -0.47
C -0.766 1.256 -2.275 0.05
N -1.485 -0.354 -0.643 0.04
H 0.423 -0.792 -3.420 0.09
H 0.776 -1.499 -1.836 0.07
H -0.710 -1.958 -2.644 0.09
H -1.347 2.046 -1.817 0.07
H -0.189 1.551 -3.138 0.07
H -0.166 -0.456 0.450 0.08
H -1.935 -1.263 -0.760 0.11
H -2.231 0.316 -0.470 0.11
N 1.547 0.521 3.224 0.04
C 0.554 0.572 2.220 -0.24
N 0.648 -0.529 1.150 0.16
H 1.651 -0.385 3.666 0.09
H 2.452 0.838 2.901 0.09
H -0.439 0.464 2.648 0.13
H 0.614 1.506 1.667 0.14
H 1.536 -0.457 0.654 0.15
H 0.611 -1.458 1.568 0.15
```

HOMO   -0.4698 Ha
Relative energy (zero: lowest compared OMol25 entry of this formula, charge and spin)   23.2 kcal per mole
Largest force on an atom   0.01315 Eh/bohr
Spin multiplicity   1
Charge   +1


What did the second record say?
ORCA calculation (the ωB97M-V functional and the def2-TZVPD basis) on a cluster of 2 separate species, C4H14N3 in total.

XYZ file:
```
21
Properties=species:S:1:pos:R:3:lowdin_charge:R:1
C -0.027 -1.120 -2.490 -0.04
C -0.774 0.012 -1.843 -0.47
C -0.766 1.256 -2.275 0.05
N -1.485 -0.354 -0.643 0.04
H 0.423 -0.792 -3.420 0.09
H 0.776 -1.499 -1.836 0.07
H -0.710 -1.958 -2.644 0.09
H -1.347 2.046 -1.817 0.07
H -0.189 1.551 -3.138 0.07
H -0.166 -0.456 0.450 0.08
H -1.935 -1.263 -0.760 0.11
H -2.231 0.316 -0.470 0.11
N 1.547 0.521 3.224 0.04
C 0.554 0.572 2.220 -0.24
N 0.648 -0.529 1.150 0.16
H 1.651 -0.385 3.666 0.09
H 2.452 0.838 2.901 0.09
H -0.439 0.464 2.648 0.13
H 0.614 1.506 1.667 0.14
H 1.536 -0.457 0.654 0.15
H 0.611 -1.458 1.568 0.15
```

HOMO   -0.4698 Ha
Relative energy (zero: lowest compared OMol25 entry of this formula, charge and spin)   23.2 kcal per mole
Largest force on an atom   0.01315 Eh/bohr
Spin multiplicity   1
Charge   +1


- The highest HOMO belongs to which entry?
  C45H73BBrN3O42S8